# 1
62
Properties=species:S:1:pos:R:3:forces:R:3:nbo_charge:R:1 method="wB97M-V/def2-TZVPD" spin_multiplicity=1 lumo_energy_ev=0.700 smiles="CCC(=O)O[C@H]1CC[C@H]2[C@H]3CC[C@@H]4CC(=O)[C@H](C)C[C@]4(C)[C@@H]3CC[C@@]12C" orbital_gap_ev=9.9 total_charge=0
C 4.6937 3.2393 3.5029 0.06 -0.18 -0.06 -0.601
C 4.6350 1.7364 3.2611 -0.04 0.22 -0.13 -0.502
C 4.3749 1.4178 1.8035 0.15 0.13 0.38 0.810
O 4.7156 2.1042 0.8760 -0.01 0.07 -0.11 -0.612
O 3.7370 0.2531 1.6856 -0.08 -0.25 0.23 -0.516
C 3.4504 -0.2324 0.3698 0.14 -0.10 -0.59 0.094
C 3.3159 -1.7612 0.4446 -0.08 0.12 0.17 -0.414
H 3.9367 -2.2235 -0.3229 0.03 -0.02 0.00 0.208
H 3.6492 -2.1183 1.4176 0.11 -0.05 -0.03 0.225
C 1.8409 -2.0577 0.1830 0.07 -0.01 -0.19 -0.419
H 1.2752 -1.9808 1.1099 -0.09 -0.04 0.08 0.199
H 1.6945 -3.0554 -0.2273 -0.09 -0.08 0.04 0.214
C 1.4432 -0.9520 -0.7956 -0.13 0.08 0.14 -0.198
C -0.0517 -0.7760 -1.0862 0.15 -0.17 0.03 -0.208
C -0.6803 -2.0520 -1.6733 -0.05 0.02 0.07 -0.409
C -1.6178 -2.7184 -0.6762 -0.05 0.06 -0.08 -0.390
C -2.7767 -1.7943 -0.2754 0.04 -0.19 -0.08 -0.197
C -3.9030 -1.8921 -1.3213 -0.16 -0.27 0.29 -0.529
C -4.8965 -0.7770 -1.1488 0.24 0.01 -0.09 0.623
O -6.0584 -0.9510 -0.8752 -0.18 0.01 0.05 -0.546
C -4.2997 0.5981 -1.3702 -0.08 0.23 -0.14 -0.327
C -4.7014 1.0747 -2.7709 -0.08 -0.03 0.21 -0.589
H -5.7845 1.1001 -2.8613 -0.08 0.03 -0.05 0.225
H -4.3073 0.4058 -3.5340 0.06 -0.05 -0.12 0.200
H -4.3112 2.0738 -2.9520 0.05 0.08 -0.06 0.212
C -2.7789 0.5686 -1.2075 -0.08 -0.09 0.23 -0.426
H -2.3298 0.2078 -2.1322 0.08 0.02 -0.14 0.204
H -2.4242 1.5876 -1.0471 0.06 0.05 -0.07 0.219
C -2.3372 -0.3206 -0.0341 0.19 0.10 0.23 0.012
C -3.0241 0.1728 1.2486 0.08 0.00 -0.26 -0.623
H -2.5722 -0.2902 2.1237 0.03 -0.08 0.11 0.211
H -4.0803 -0.0860 1.2402 -0.14 0.01 0.08 0.216
H -2.9438 1.2522 1.3496 -0.02 0.15 0.07 0.207
C -0.8025 -0.2865 0.1581 -0.11 0.34 -0.30 -0.214
C -0.2188 1.0747 0.5381 0.07 -0.24 0.20 -0.398
C 1.2543 0.9205 0.9084 -0.08 -0.04 -0.10 -0.400
H 1.3247 0.2861 1.7940 -0.04 0.06 0.09 0.206
H 1.6640 1.8982 1.1736 0.07 -0.02 0.09 0.212
C 2.1109 0.3136 -0.2135 0.28 0.11 -0.01 -0.029
C 2.3926 1.3591 -1.2920 -0.10 -0.06 0.19 -0.622
H 1.4678 1.7761 -1.6815 -0.12 0.07 -0.13 0.202
H 2.9919 2.1678 -0.8812 0.03 0.08 -0.01 0.237
H 2.9416 0.9145 -2.1199 0.07 -0.04 -0.12 0.205
H -0.3222 1.7777 -0.2891 -0.09 0.08 -0.06 0.196
H -0.7412 1.4919 1.3990 -0.05 0.09 -0.01 0.211
H -0.5910 -0.9639 0.9902 0.01 -0.06 0.08 0.199
H -4.7519 1.2825 -0.6465 0.00 -0.13 0.03 0.227
H -4.4089 -2.8547 -1.2327 -0.02 0.06 -0.09 0.234
H -3.4800 -1.8121 -2.3242 0.07 0.01 -0.13 0.218
H -3.1844 -2.1769 0.6660 0.00 0.04 -0.03 0.210
H -2.0278 -3.6336 -1.1086 0.00 -0.07 0.06 0.212
H -1.0515 -3.0079 0.2095 0.03 -0.07 0.06 0.203
H 0.1004 -2.7548 -1.9674 0.03 -0.02 -0.10 0.210
H -1.2395 -1.8093 -2.5790 0.00 -0.02 -0.09 0.199
H -0.1146 0.0152 -1.8402 -0.06 0.04 0.01 0.205
H 1.9359 -1.1750 -1.7505 0.03 -0.01 -0.03 0.204
H 4.2832 0.0692 -0.2749 -0.13 -0.05 0.10 0.206
H 3.8642 1.2595 3.8669 0.08 -0.06 0.00 0.224
H 5.5950 1.2808 3.5181 -0.05 -0.09 0.00 0.231
H 5.0000 3.4484 4.5245 0.00 0.05 0.08 0.210
H 3.7195 3.6910 3.3315 -0.06 0.09 -0.01 0.207
H 5.4049 3.6946 2.8188 0.03 0.08 -0.01 0.225



# 2
93
Properties=species:S:1:pos:R:3:forces:R:3:lowdin_charge:R:1 method="wB97M-V/def2-TZVPD" spin_multiplicity=1 lumo_energy_ev=-6.339 orbital_gap_ev=2.5 total_charge=+1
C 5.0326 -0.4253 -0.4792 -0.51 -0.38 -0.77 -0.100
C 3.4076 -0.6729 -0.5414 0.73 -0.22 -0.22 -0.218
C 2.8139 -1.2689 0.8531 0.88 -0.76 -0.76 -0.159
C 3.1187 -0.3518 2.1533 0.01 -0.13 0.66 -0.208
C 1.8222 0.4130 2.7778 -0.87 -0.20 -0.32 -0.196
C 0.7833 0.8936 1.6132 -0.73 0.58 0.07 -0.092
C 1.1665 1.8861 0.6062 -2.81 -1.63 -0.20 -0.271
P 2.8866 2.7519 0.5902 -0.64 -1.40 1.37 0.861
P 2.4614 4.8744 0.3389 -3.72 5.10 -1.16 0.486
O 0.9818 5.2739 0.6331 4.54 -1.66 -0.81 -0.372
O 3.4373 5.8942 1.3573 -1.88 -1.16 -1.93 -0.265
O 2.9344 5.2959 -1.2925 0.58 -2.20 3.32 -0.228
C 0.0254 2.2131 -0.5122 -0.33 1.09 -1.99 -0.230
O 0.1433 3.1839 -1.3560 -0.02 -3.62 3.15 -0.043
C -1.3028 1.2793 -0.6346 -0.49 -0.95 0.51 -0.009
C -2.2940 1.4047 -1.9292 0.96 -2.70 -1.02 -0.519
Cl -3.2204 3.0040 -2.0570 1.09 -1.88 0.17 0.361
C -2.4506 0.3334 -2.9057 0.62 2.33 2.59 -0.558
C -1.6511 -1.0805 -2.8113 -0.67 0.10 -0.55 -0.074
Cl -3.6528 0.6014 -4.2891 1.84 -0.53 1.97 0.543
C -1.6824 0.3072 0.4034 1.22 1.77 -0.22 -0.117
O -2.8891 -0.4968 0.2975 2.84 7.47 1.63 -0.115
C -0.6754 0.1808 1.6641 -0.35 0.97 -2.79 -0.217
O -1.1049 -0.5051 2.7149 0.36 1.24 -1.33 -0.406
H 5.4187 -0.6619 -1.5689 -0.49 1.17 2.36 0.055
H 5.5489 -1.1711 0.2395 -0.81 1.37 -1.17 0.083
H 5.3183 0.6743 -0.2676 -0.39 -1.88 -0.24 0.070
H 3.2458 -1.4472 -1.4074 -0.06 1.27 1.89 0.114
H 2.8953 0.2993 -0.8915 0.61 -1.59 0.68 0.068
H 3.3728 -2.2872 1.0174 -1.03 1.93 -0.35 0.132
H 1.7042 -1.5412 0.6942 1.65 0.70 0.57 0.127
H 3.9429 0.4360 1.9634 -1.22 -1.33 -0.04 0.085
H 3.5180 -1.0797 2.9814 -0.58 1.21 -1.38 0.124
H 1.3106 -0.3354 3.5240 0.46 1.39 -1.62 0.139
H 2.1478 1.3259 3.4558 -2.20 -0.90 -3.21 0.058
H 3.6518 2.3082 -0.5478 -0.87 0.56 0.11 -0.057
H 2.9918 6.7934 1.2883 0.50 -1.49 0.13 0.105
H 3.6660 4.6353 -1.4812 -0.98 1.24 -0.22 0.057
H -1.6745 -1.5346 -1.7495 -0.11 1.02 -1.71 0.073
H -2.1881 -1.8134 -3.5229 0.86 1.17 1.18 0.090
H -0.5509 -1.0130 -3.1623 -1.86 0.26 0.52 0.091
H -3.6905 0.0398 0.5416 0.95 -0.15 -0.39 0.123
B -4.2189 -5.0915 -1.4832 0.28 -3.13 -1.18 -0.985
O -5.3328 -4.1282 -1.4837 0.20 1.29 0.66 0.222
C -4.8952 -3.0172 -0.8939 -3.17 0.28 -1.44 -0.416
O -5.5712 -2.0183 -0.7308 0.56 -0.34 0.07 0.110
C -3.5096 -3.1900 -0.4871 3.91 -1.08 1.06 -0.361
O -2.8214 -2.3609 0.0764 -0.90 -5.75 -1.02 0.078
O -3.0918 -4.4100 -0.8268 -0.55 1.19 0.14 0.242
F -3.8672 -5.4427 -2.8350 -0.44 0.50 1.53 0.091
F -4.5848 -6.2715 -0.7433 0.33 1.43 -0.82 0.092
C -7.2864 -6.5092 4.5783 0.20 -0.55 0.37 -0.039
O -7.7401 -5.3140 3.9428 -0.07 0.47 -0.75 -0.014
C -7.2797 -5.1462 2.6857 0.75 -1.05 0.21 -0.577
O -6.5467 -5.9004 2.0903 -0.94 1.02 0.57 0.164
O -7.7828 -3.9842 2.2070 -0.75 -0.16 0.29 -0.050
C -7.3763 -3.6724 0.8709 0.30 0.07 -0.58 -0.044
H -7.7172 -6.5403 5.5809 -0.06 0.27 -0.23 0.096
H -7.6268 -7.3912 4.0291 0.20 0.15 -0.03 0.102
H -6.1972 -6.5072 4.6708 -0.17 -0.06 -0.19 0.105
H -7.7212 -4.4414 0.1735 0.35 -0.09 0.06 0.111
H -6.2921 -3.5569 0.8143 -0.55 -0.22 0.10 0.090
H -7.8377 -2.7223 0.5915 0.14 0.03 0.29 0.098
Be -3.2063 5.6530 -2.0266 0.00 0.25 -0.03 0.255
Br -2.9615 0.1272 3.3022 0.79 -0.21 0.30 0.715
C 0.6687 3.6745 -4.6648 -0.80 -0.56 -1.87 -0.271
O 1.8681 3.7455 -5.2052 -0.63 0.01 0.81 -0.047
H -0.0380 4.4951 -4.8901 0.42 0.88 0.27 0.103
H 0.0520 2.7922 -4.9149 0.51 -0.64 0.04 0.085
H 0.6139 3.6564 -3.5569 0.40 0.06 1.29 0.099
N -10.7386 -3.8730 1.0997 -0.26 0.03 -0.10 0.338
H -11.4490 -3.6639 1.8086 0.13 -0.04 -0.10 0.165
H -9.8046 -3.8155 1.5234 0.44 -0.07 0.25 0.111
H -10.8897 -4.8185 0.7328 0.06 0.13 0.04 0.168
H -10.8090 -3.1942 0.3344 0.04 -0.12 0.09 0.166
C 9.8531 6.2984 -1.6491 0.47 0.32 -0.16 -0.044
O 8.7356 5.4460 -1.4024 -0.60 -0.02 0.63 -0.005
C 8.0336 5.7597 -0.2948 0.33 0.29 -0.07 -0.580
O 8.2747 6.6703 0.4672 -0.30 -0.85 -0.60 0.126
O 7.0144 4.8814 -0.1827 0.41 0.13 -0.16 -0.009
C 6.1801 5.0949 0.9545 0.03 0.29 0.23 -0.062
H 10.3424 5.9540 -2.5622 -0.29 -0.15 0.14 0.096
H 9.5250 7.3300 -1.8017 0.05 -0.14 0.19 0.101
H 10.5728 6.2382 -0.8284 -0.20 0.12 -0.04 0.100
H 5.7062 6.0773 0.9057 0.24 -0.22 0.09 0.088
H 6.7535 4.9865 1.8794 -0.04 0.13 -0.11 0.105
H 5.3968 4.3340 0.9444 0.24 -0.02 -0.22 0.041
Na 3.2462 0.8934 4.5643 1.87 -0.55 1.77 0.746
N 6.5069 -3.3577 -0.7618 1.55 -0.32 2.27 -0.634
O 5.2663 -3.4817 -0.7490 -1.08 0.15 -0.32 -0.071
O 7.1431 -3.5919 -1.8074 0.24 0.04 -0.80 -0.053
O 7.1052 -2.9997 0.2618 -0.38 -0.09 -0.38 0.012
Na 5.6150 -2.3137 -2.6095 -0.36 -0.31 -1.03 0.648



# 3
71
Properties=species:S:1:pos:R:3:forces:R:3:lowdin_spin:R:1 method="wB97M-V/def2-TZVPD" spin_multiplicity=4 lumo_energy_ev="-2.184 / -3.519" orbital_gap_ev="7.0 / 5.0" s2=3.873 total_charge=+1
Cr 0.7753 -0.0545 -0.0783 -1.44 -3.91 -1.91 1.951
C -0.6137 -3.2225 3.2847 -0.01 -0.43 0.29 0.008
C -1.0622 -1.9049 2.6416 -0.20 0.16 -0.53 0.009
C -1.3768 -2.1272 1.1554 0.25 -3.83 2.28 0.135
C -0.0043 -0.8443 2.8291 -0.33 -0.10 -0.59 0.009
C 0.4648 -0.3692 4.0426 0.11 0.13 0.41 0.003
C 1.4081 0.5802 3.7141 -0.03 0.01 0.41 0.013
N 1.4778 0.6499 2.3727 0.72 0.77 1.90 0.009
N 0.6296 -0.2041 1.8252 -0.83 -0.77 1.44 -0.008
B 2.3746 1.5488 1.5251 0.39 -0.18 0.08 0.009
N 3.2203 0.6504 0.6266 1.68 1.09 0.94 0.011
C 4.5619 0.5797 0.5559 0.52 -0.09 -0.09 0.013
C 4.8889 -0.3666 -0.3905 0.37 0.19 0.19 0.001
C 3.6726 -0.8364 -0.8603 -0.88 -0.42 -0.42 0.009
N 2.6701 -0.2002 -0.2240 1.61 -0.60 -0.91 0.002
C 3.4561 -1.8892 -1.9131 -0.49 -0.09 -0.10 0.000
C 4.0569 -3.2254 -1.4657 -0.02 -0.42 0.22 0.000
C 4.0569 -1.4417 -3.2493 0.01 0.18 -0.41 0.000
N 1.4778 2.3965 0.6261 0.77 2.01 0.74 0.016
C 1.4081 3.7379 0.5564 -0.03 0.24 -0.01 0.019
C 0.4648 4.0664 -0.3929 0.02 0.40 0.02 0.005
C -0.0043 2.8528 -0.8681 -0.33 -0.30 -0.12 0.014
N 0.6296 1.8490 -0.2279 -0.80 2.22 -1.14 0.005
C -1.0622 2.6654 -1.9287 -0.12 -0.48 0.06 0.010
C -1.3768 1.1792 -2.1510 0.45 2.31 -3.40 0.128
C -0.6137 3.3085 -3.2463 -0.02 0.35 -0.41 0.009
H -1.4055 -3.9934 3.1707 0.49 0.40 0.07 0.000
H -0.4276 -3.0815 4.3705 -0.05 -0.14 -0.66 0.002
H 0.3190 -3.5930 2.8068 -0.57 0.24 0.30 0.000
H -1.9930 -1.5609 3.1432 0.44 -0.14 -0.08 0.001
H -0.4739 -2.4761 0.6086 -0.79 0.59 0.21 -0.001
H -1.7329 -1.1809 0.6944 -0.28 -6.30 4.54 0.052
H -2.1783 -2.8882 1.0429 0.08 0.52 0.05 0.003
H 0.1598 -0.6734 5.0349 0.08 0.04 -0.18 0.000
H 1.9966 1.1731 4.4026 0.09 0.08 -0.47 0.001
H 3.0644 2.2384 2.2146 -0.04 0.03 0.00 0.001
H 5.2512 1.1699 1.1461 -0.47 0.08 0.10 0.001
H 5.8803 -0.6727 -0.6966 -0.20 0.06 0.06 0.000
H 2.3616 -2.0305 -2.0544 0.57 0.14 0.22 -0.002
H 5.1551 -3.1375 -1.3195 -0.63 -0.09 -0.08 0.000
H 3.8617 -4.0071 -2.2305 0.18 0.44 0.45 0.000
H 3.5928 -3.5499 -0.5096 0.35 0.14 -0.55 0.000
H 5.1551 -1.2955 -3.1614 -0.64 -0.06 -0.11 0.000
H 3.5927 -0.4857 -3.5737 0.38 -0.51 0.10 0.000
H 3.8616 -2.2065 -4.0310 0.18 0.45 0.43 0.000
H 1.9966 4.4263 1.1494 0.08 -0.48 0.09 0.002
H 0.1598 5.0587 -0.6972 0.07 -0.18 0.05 0.000
H -1.9930 3.1670 -1.5847 0.45 -0.20 -0.14 0.001
H -0.4738 0.6325 -2.5000 -0.56 0.03 0.41 -0.001
H -2.1782 1.0667 -2.9121 0.36 0.09 0.38 0.002
H -1.7328 0.7182 -1.2048 -0.31 4.61 -6.53 0.052
H 0.3191 2.8307 -3.6167 -0.55 0.32 0.22 0.000
H -0.4275 4.3944 -3.1053 -0.04 -0.67 -0.15 0.002
H -1.4054 3.1946 -4.0172 0.50 0.08 0.40 0.000
C -3.7614 1.3241 2.0122 0.45 0.29 0.44 0.008
N -4.2115 0.5593 0.8525 -0.43 0.04 0.01 0.093
C -5.4914 0.3256 0.4982 -1.66 -0.74 -1.13 0.034
C -5.4914 -0.4347 -0.6548 -1.77 0.77 1.10 0.041
N -4.2115 -0.6683 -1.0091 -0.38 -0.02 0.06 0.083
C -3.7613 -1.4331 -2.1688 0.48 -0.36 -0.46 0.006
C -3.4491 -0.0545 -0.0783 0.49 -0.02 -0.11 0.054
Se -1.6976 -0.0545 -0.0783 1.74 1.85 2.79 0.186
H -4.6304 1.7051 2.5900 0.48 -0.41 -0.61 0.000
H -3.1499 2.1879 1.6766 -0.31 -0.56 0.21 0.004
H -3.1499 0.6754 2.6740 -0.30 0.43 -0.42 0.003
H -6.3615 0.6801 1.0357 0.33 0.01 0.03 0.003
H -6.3615 -0.7891 -1.1923 0.33 -0.01 -0.03 0.003
H -4.6304 -1.8141 -2.7466 0.49 0.40 0.61 0.000
H -3.1499 -2.2969 -1.8332 -0.33 0.56 -0.23 0.003
H -3.1499 -0.7843 -2.8306 -0.41 -0.53 0.42 0.003
H 0.7753 -1.7475 -0.0783 0.30 0.33 -0.77 -0.020



# 4
71
Properties=species:S:1:pos:R:3:forces:R:3:lowdin_charge:R:1 method="wB97M-V/def2-TZVPD" spin_multiplicity=1 lumo_energy_ev=-5.297 orbital_gap_ev=4.1 total_charge=+1
C 0.7452 4.4285 2.8408 -0.02 -0.02 -1.33 0.051
C 0.6797 4.3057 1.3853 -1.28 0.58 0.31 -0.062
C -0.5286 4.9940 0.6117 -0.52 2.98 2.01 -0.384
O -1.5363 5.4053 1.2453 3.56 -1.76 -2.00 0.058
O -0.5276 5.2144 -0.8157 0.05 -2.33 1.75 -0.074
C -0.6490 3.8924 -1.4133 0.04 -1.33 -1.05 -0.205
C -1.1417 4.0000 -2.9624 0.61 0.28 0.75 -0.148
C 0.0661 3.6520 -3.9678 -0.23 0.19 0.73 -0.196
C 0.6310 2.1582 -3.8296 -0.20 -0.46 -1.07 -0.211
C -0.4984 1.0190 -3.8999 0.42 -0.84 0.91 -0.150
C -1.0683 0.7075 -2.4021 0.60 1.93 -1.71 -0.170
O -1.3190 -0.7275 -2.3671 -1.73 -0.86 3.33 -0.054
C -2.0247 -1.0954 -1.1779 -0.70 2.05 0.54 -0.325
O -2.6081 -0.2632 -0.4528 2.22 -3.39 -2.39 0.094
C -2.0401 -2.6886 -0.9059 -0.28 -2.41 -1.13 0.059
C -2.6036 -3.5378 -2.1082 1.77 -1.80 4.23 0.097
C -2.6021 -5.0665 -1.9286 0.29 2.64 0.44 0.080
N -2.1016 -5.6735 -0.7248 -0.40 4.85 -0.70 -0.022
F -2.1168 -7.0283 -0.7063 0.11 0.81 0.21 0.096
C -1.5959 -4.9281 0.4301 -0.85 1.82 -2.06 0.124
B -1.0818 -5.8414 1.6869 0.97 -1.04 1.86 -0.449
O -1.9502 -6.8344 2.2376 2.35 1.48 -1.59 0.142
O 0.2671 -5.6187 2.1793 -2.70 -1.04 -2.21 -0.006
C 1.2314 -5.6732 1.0805 2.29 0.85 0.05 -0.203
C 1.8082 -4.1981 0.7218 0.16 -0.06 -0.21 -0.071
C -1.5339 -3.3562 0.3967 -0.76 -1.94 -2.66 0.002
C -0.9852 -2.5094 1.6290 -0.78 0.58 -0.05 -0.135
C -2.1978 -1.6373 2.2696 -0.04 -0.66 0.80 -0.190
C -2.7137 -2.2104 3.6993 -0.88 0.74 -1.30 -0.261
N -3.6285 -1.1381 4.2638 1.30 0.09 -0.75 -0.042
H 1.2442 5.3410 3.3287 -2.48 -0.67 -0.54 0.092
H 0.3404 3.5735 3.4905 2.34 0.61 -0.80 0.081
H 1.5144 3.7128 0.8702 -2.29 -0.38 0.59 0.086
H 0.3759 3.3581 -1.3520 -1.47 0.87 -0.23 0.113
H -1.3755 3.2143 -0.8247 0.88 1.28 -0.71 0.130
H -1.4880 5.0844 -3.0902 0.54 -1.55 0.01 0.125
H -2.0560 3.3342 -3.1546 1.36 0.90 0.32 0.102
H -0.3162 3.8511 -5.0377 0.87 -0.38 1.59 0.121
H 0.9369 4.3584 -3.6936 -1.38 -0.94 -0.73 0.126
H 1.2556 1.9709 -2.8853 -0.91 0.53 -1.31 0.104
H 1.3329 1.9779 -4.7260 -0.96 0.35 1.40 0.115
H -1.3443 1.2633 -4.6295 1.10 -0.15 1.16 0.123
H -0.0565 0.0125 -4.2615 -0.46 1.70 0.51 0.117
H -1.9954 1.3601 -2.2887 1.03 -1.37 0.32 0.118
H -0.2926 0.9905 -1.5930 -1.28 -0.59 -1.28 0.141
H -2.9807 -3.0184 -3.0570 0.65 -1.11 1.60 0.141
H -3.0133 -5.7105 -2.7858 0.89 0.70 1.81 0.158
H -1.3991 -7.6170 2.4720 -0.57 0.77 0.36 0.136
H 0.8587 -6.2424 0.1619 0.29 0.87 1.20 0.128
H 2.1424 -6.2592 1.4784 -1.68 0.72 -0.53 0.141
H 1.3581 -3.7707 -0.2462 0.56 -0.61 1.49 0.078
H 2.9470 -4.2611 0.5632 -1.80 0.02 0.19 0.091
H 1.6334 -3.4469 1.5805 0.21 -1.43 -1.32 0.083
H -0.1679 -1.7513 1.3272 -1.28 -1.48 -0.04 0.138
H -0.5493 -3.1307 2.4788 -0.57 0.40 -1.50 0.112
H -3.1348 -1.6270 1.5933 1.77 0.28 0.96 0.114
H -1.8014 -0.5816 2.4682 -0.74 -1.43 -0.54 0.121
H -1.8571 -2.4551 4.4126 -1.30 0.28 -0.94 0.121
H -3.4077 -3.1037 3.4896 1.40 0.97 0.53 0.120
H -3.0125 -0.3335 4.5093 -0.70 -0.74 -0.06 0.071
H -4.1770 -0.7777 3.4539 0.33 -0.40 0.91 0.069
C 5.3015 3.0302 0.1554 -0.34 -0.15 -0.18 -0.020
C 4.6158 4.2072 0.7964 -0.58 0.16 -0.10 -0.479
O 3.4338 4.4334 0.6039 0.78 -0.13 0.01 0.033
C 5.4463 5.0940 1.6840 -0.34 0.26 0.07 -0.016
H 4.5821 2.4809 -0.4561 0.08 0.09 0.07 0.079
H 6.1134 3.3775 -0.4869 0.11 -0.09 0.17 0.090
H 5.6890 2.3606 0.9263 0.20 0.10 -0.07 0.087
H 6.2648 5.5330 1.1097 0.11 -0.14 0.13 0.090
H 5.8402 4.5161 2.5228 0.19 0.02 -0.12 0.089
H 4.8224 5.8999 2.0763 0.07 -0.11 -0.07 0.086



no.,energy (a.u.)
1,-1123.7861
2,-7253.1688
3,-4806.9129
4,-1658.8568